## one
C2H2N4O2 | wB97M-V/def2-TZVPD

ORCA input file:
```
! wB97M-V def2-TZVPD RIJCOSX def2/J DEFGRID3
* xyz 0 1
C 1.794 0.117 0.214
C -0.629 -0.023 -0.020
H 2.659 -0.390 0.761
H 0.628 -1.237 1.381
N 0.560 -0.311 0.594
N -1.686 -0.019 0.801
N -2.534 0.040 -0.340
N -2.048 0.321 -1.496
O 1.979 1.350 -0.583
O -0.723 0.152 -1.312
*
```

## Properties
LUMO level   -0.68 eV

---

## two
C2H2N4O2 | wB97M-V/def2-TZVPD

ORCA input file:
```
! wB97M-V def2-TZVPD RIJCOSX def2/J DEFGRID3
* xyz 0 1
O 1.801 1.433 0.249
C 1.450 0.284 -0.163
O 2.257 -0.766 -0.279
C -0.080 0.173 -0.452
N -0.911 1.255 -0.439
N -2.128 0.864 -0.075
N -2.033 -0.398 0.049
N -0.835 -0.917 -0.083
H 3.152 -0.783 0.371
H -2.672 -1.147 0.823
*
```

## Properties
LUMO level   0.05 eV
Structure (SMILES)   O=C(O)c1nn[nH]n1

---

It turns out two is the most stable, with the second structure 257.8 kJ/mol higher.

---

## one
C2H2N4O2 | wB97M-V/def2-TZVPD

ORCA input file:
```
! wB97M-V def2-TZVPD RIJCOSX def2/J DEFGRID3
* xyz 0 1
H -1.113 1.672 0.241
N -0.159 1.951 0.101
C 0.487 0.871 -0.048
N 1.943 0.704 -0.196
N 2.305 -0.436 -0.075
O 1.110 -1.327 0.100
N 0.070 -0.462 0.091
C -1.218 -0.865 -0.081
O -2.168 -0.130 -0.147
H -1.256 -1.975 0.014
*
```

## Properties
LUMO level   -0.76 eV
Structure (SMILES)   [H]/N=c1/nnon1C=O

---

## two
C2H2N4O2 | wB97M-V/def2-TZVPD

ORCA input file:
```
! wB97M-V def2-TZVPD RIJCOSX def2/J DEFGRID3
* xyz 0 1
O 2.495 0.001 0.882
C 1.374 -0.037 0.479
N 0.215 0.396 1.119
C -0.898 0.353 0.453
O -2.001 0.636 1.116
N -1.150 -0.187 -0.876
N -0.090 -0.494 -1.421
N 1.041 -0.408 -0.823
H -2.736 0.629 0.507
H 1.750 -0.890 -1.436
*
```

## Properties
LUMO level   -0.20 eV
Structure (SMILES)   O=c1nc(O)nn[nH]1

---

## three
C2H2N4O2 | wB97M-V/def2-TZVPD

ORCA input file:
```
! wB97M-V def2-TZVPD RIJCOSX def2/J DEFGRID3
* xyz 0 1
H 2.937 0.198 -0.042
N 2.060 0.388 -0.235
C 1.216 -0.471 -0.030
N -0.200 -0.296 0.278
N -1.122 -1.213 0.142
N -2.269 -0.851 -0.265
O -2.243 0.614 -0.115
C -1.010 1.049 0.115
O -0.680 2.216 0.038
H 1.311 -1.633 0.114
*
```

## Properties
LUMO level   -0.31 eV
Structure (SMILES)   [H]/N=C/n1nnoc1=O

---

It turns out two is the most stable, with the second structure 243.7 kJ/mol higher.

---

## one
C4H4O3 | wB97M-V/def2-TZVPD

ORCA input file:
```
! wB97M-V def2-TZVPD RIJCOSX def2/J DEFGRID3
* xyz 0 1
O 1.187 1.401 -2.684
C 0.752 0.596 -2.014
O 1.506 1.272 0.310
C 1.193 0.131 0.569
C -0.190 -0.338 0.640
C -1.542 -0.439 0.101
O -0.780 -1.588 0.537
H -0.016 0.087 1.716
H 1.859 -0.603 1.062
H -1.855 -0.472 -0.945
H -2.312 -0.108 0.799
*
```

## Properties
LUMO level   0.73 eV

---

## two
C4H4O3 | wB97M-V/def2-TZVPD

ORCA input file:
```
! wB97M-V def2-TZVPD RIJCOSX def2/J DEFGRID3
* xyz 0 1
O -1.019 1.128 0.737
C -0.304 1.063 -0.489
C -0.772 -0.121 0.164
C -0.541 -1.389 0.793
O -1.657 -1.114 -0.120
C 1.817 0.311 -0.777
O 1.081 1.361 -0.475
H -0.800 1.565 -1.317
H 0.224 -2.084 0.456
H -0.870 -1.462 1.827
H 2.842 0.742 -0.800
*
```

## Properties
LUMO level   0.22 eV

---

## three
C4H4O3 | wB97M-V/def2-TZVPD

ORCA input file:
```
! wB97M-V def2-TZVPD RIJCOSX def2/J DEFGRID3
* xyz 0 1
O -0.558 -3.623 -0.759
C -1.142 -2.784 -0.263
O 1.226 -1.133 0.808
C 0.385 -0.295 1.036
C 0.405 1.080 0.425
C -0.058 1.286 -0.947
O -0.874 1.627 0.166
H 1.137 1.766 0.856
H -0.464 -0.482 1.724
H -0.381 0.424 -1.531
H 0.325 2.133 -1.515
*
```

## Properties
LUMO level   0.65 eV

---

## four
C4H4O3 | wB97M-V/def2-TZVPD

ORCA input file:
```
! wB97M-V def2-TZVPD RIJCOSX def2/J DEFGRID3
* xyz 0 1
C 1.180 0.081 1.391
C 1.066 0.654 0.014
O 1.923 1.035 -0.710
C -0.663 -0.458 -0.743
O -0.303 0.756 -0.459
C -1.978 -0.559 -1.396
O -2.982 -0.841 -0.777
H 1.692 0.817 2.015
H 1.797 -0.821 1.357
H 0.208 -0.162 1.816
H -1.940 -0.502 -2.508
*
```

## Properties
LUMO level   -0.19 eV

---

It turns out three is the most stable, with the second structure 105.9 kJ/mol higher.

---

## one
C4H4O3 | wB97M-V/def2-TZVPD

ORCA input file:
```
! wB97M-V def2-TZVPD RIJCOSX def2/J DEFGRID3
* xyz 0 1
O 2.050 0.584 -1.528
C 1.819 -0.530 -1.130
C -0.368 0.076 0.541
C -0.919 -0.011 1.844
O -0.561 0.968 2.488
C -1.083 0.570 -0.579
O -1.466 -0.397 -1.231
H 0.955 -1.119 -1.495
H -1.538 -0.841 2.217
H 2.455 -1.035 -0.377
H -1.259 1.627 -0.827
*
```

## Properties
LUMO level   -1.50 eV

---

## two
C4H4O3 | wB97M-V/def2-TZVPD

ORCA input file:
```
! wB97M-V def2-TZVPD RIJCOSX def2/J DEFGRID3
* xyz 0 1
O -0.087 2.176 0.766
C -0.324 1.039 0.494
C -1.277 -0.063 0.968
O -1.003 -0.788 -0.245
C 0.113 0.022 -0.553
C 1.420 -0.526 -0.891
O 0.573 0.167 -1.832
H -0.888 -0.590 1.847
H -2.334 0.179 1.096
H 2.337 -0.013 -0.614
H 1.472 -1.603 -1.037
*
```

## Properties
LUMO level   0.65 eV
Structure (SMILES)   O=C1COC12CO2

---

## three
C4H4O3 | wB97M-V/def2-TZVPD

ORCA input file:
```
! wB97M-V def2-TZVPD RIJCOSX def2/J DEFGRID3
* xyz 0 1
C 1.511 -0.607 0.177
C 0.640 0.027 -0.678
O -0.057 -0.408 -1.650
C -0.276 1.128 -0.230
O -0.357 2.326 -0.311
C -1.474 0.254 0.166
O -1.261 -0.769 0.868
H 1.997 -0.021 0.952
H 1.983 -1.537 -0.130
H -0.192 -0.932 0.831
H -2.515 0.539 0.006
*
```

## Properties
LUMO level   -1.45 eV

---

It turns out two is the most stable, with the second structure 113.9 kJ/mol higher.

---

## one
C4H4O3 | wB97M-V/def2-TZVPD

ORCA input file:
```
! wB97M-V def2-TZVPD RIJCOSX def2/J DEFGRID3
* xyz 0 1
C -1.338 0.374 -0.453
C -0.455 -0.836 -0.266
O -0.462 -1.837 -0.931
C 0.605 -0.562 0.839
O 0.676 -1.011 1.954
C 1.654 0.411 0.269
O 1.775 0.457 -0.934
H -2.225 0.215 0.167
H -1.625 0.466 -1.501
H -0.838 1.281 -0.116
H 2.235 1.041 0.973
*
```

## Properties
LUMO level   -0.92 eV
Structure (SMILES)   CC(=O)C(=O)C=O

---

## two
C4H4O3 | wB97M-V/def2-TZVPD

ORCA input file:
```
! wB97M-V def2-TZVPD RIJCOSX def2/J DEFGRID3
* xyz 0 1
O 1.954 0.899 0.674
C 1.453 -0.054 0.117
C -0.039 -0.073 -0.155
C -0.682 -1.221 -0.822
O -0.100 -2.250 -1.089
C -0.644 1.014 0.644
O -1.003 1.302 -0.624
H 2.060 -0.950 -0.084
H -1.735 -1.037 -1.083
H -1.378 0.878 1.426
H 0.314 1.503 0.917
*
```

## Properties
LUMO level   -1.08 eV
Structure (SMILES)   O=CC1(C=O)CO1

---

## three
C4H4O3 | wB97M-V/def2-TZVPD

ORCA input file:
```
! wB97M-V def2-TZVPD RIJCOSX def2/J DEFGRID3
* xyz 0 1
O 3.217 0.652 0.023
C 2.111 -0.014 0.052
C 0.683 0.485 -0.246
C -0.234 -0.460 -0.211
O -1.453 -0.770 -0.218
C -2.334 0.208 0.102
O -2.098 1.454 -0.004
H 2.153 -1.334 0.207
H 0.608 1.676 -0.603
H 0.490 -1.435 0.300
H -3.143 -0.460 0.600
*
```

## Properties
LUMO level   -0.26 eV
Structure (SMILES)   O=C/C=C/OC=O

---

It turns out one is the most stable, with the second structure 223.2 kJ/mol higher.

---

## one
C4H4O3 | wB97M-V/def2-TZVPD

ORCA input file:
```
! wB97M-V def2-TZVPD RIJCOSX def2/J DEFGRID3
* xyz 0 1
O -1.500 0.887 -0.525
C -0.691 1.402 0.227
C 0.076 0.104 0.178
C -0.294 -1.240 0.694
O -0.404 -1.574 -0.623
C 1.193 0.233 -0.771
O 1.369 1.315 -1.298
H -0.850 2.484 0.505
H 0.517 -1.693 1.280
H -1.235 -1.270 1.270
H 1.820 -0.648 -0.937
*
```

## Properties
LUMO level (spin up / spin down)   -0.99 / -0.97 eV

---

## two
C4H4O3 | wB97M-V/def2-TZVPD

ORCA input file:
```
! wB97M-V def2-TZVPD RIJCOSX def2/J DEFGRID3
* xyz 0 1
C -1.829 0.207 -0.585
C -0.796 -0.821 -0.203
O -1.036 -1.999 -0.020
C 0.640 -0.425 -0.248
O 1.062 0.020 0.910
C 2.421 0.446 0.773
O 2.786 1.456 1.260
H -1.942 0.973 0.191
H -2.788 -0.289 -0.750
H -1.512 0.708 -1.505
H 2.993 -0.275 0.177
*
```

## Properties
LUMO level   -0.26 eV

---

## three
C4H4O3 | wB97M-V/def2-TZVPD

ORCA input file:
```
! wB97M-V def2-TZVPD RIJCOSX def2/J DEFGRID3
* xyz 0 1
O 1.275 2.393 0.016
C 0.891 1.328 0.005
C 0.514 0.104 -0.260
C 1.170 -1.182 -0.117
O 2.278 -1.393 0.258
C -1.005 0.196 -0.327
O -1.516 0.553 0.901
H 0.428 -1.999 -0.279
H -1.496 0.975 -1.078
H -1.368 -0.824 -0.706
H -1.171 -0.150 1.586
*
```

## Properties
LUMO level   0.48 eV
Structure (SMILES)   O=C=C(C=O)CO

---

## four
C4H4O3 | wB97M-V/def2-TZVPD

ORCA input file:
```
! wB97M-V def2-TZVPD RIJCOSX def2/J DEFGRID3
* xyz 0 1
O -0.792 1.906 -1.079
C -0.912 1.186 -0.119
C -0.054 -0.048 -0.035
C 1.214 0.157 -0.840
O 2.096 0.831 -0.370
C -0.158 -1.106 0.974
O -0.897 -1.183 -0.233
H -1.707 1.331 0.637
H 1.271 -0.275 -1.854
H 0.647 -1.840 1.015
H -0.708 -0.960 1.905
*
```

## Properties
LUMO level   0.45 eV
Structure (SMILES)   O=CC1(C=O)CO1

---

It turns out three is the most stable, with the second structure 33.4 kJ/mol higher.